1.
Formula: C3H9NO
Source: the OMol25 dataset
Level of theory: ωB97M-V/def2-TZVPD

HOMO level   -8.495 eV
Frontier orbital gap   0.3493 Ha
SMILES   C=C(C)N.O

XYZ file:
```
14
Properties=species:S:1:pos:R:3:forces:R:3:mulliken_charge:R:1
O 1.606869 1.220149 1.236634 -0.6 -1.6 -0.7 -0.722
N 0.044957 0.138112 -1.702065 0.0 0.1 -0.1 -0.491
C -1.596614 0.154765 0.078573 0.1 -0.1 -0.1 -1.342
C 0.512264 -1.186370 0.232224 -0.9 -0.4 -0.8 -1.337
C -0.291324 -0.340313 -0.463104 0.4 -0.4 0.5 0.937
H 2.046582 1.231923 2.089953 0.0 -0.3 0.0 0.281
H 0.114600 -1.724827 1.076012 0.0 0.1 0.3 0.341
H -2.402771 -0.122197 -0.601174 -0.1 0.0 0.0 0.393
H -1.793428 -0.271685 1.057300 0.0 0.0 0.0 0.314
H -1.584109 1.240513 0.175325 0.0 0.1 0.0 0.341
H -0.328425 1.040525 -1.950925 0.0 0.0 0.0 0.243
H 1.377670 -1.623422 -0.242429 0.3 0.1 0.0 0.351
H 1.291530 0.243562 1.000631 0.8 2.4 0.9 0.473
H 1.002200 -0.000736 -1.986954 -0.1 0.0 0.0 0.218
```
Positions in Å, forces in eV/Å.

=====

2.
Formula: C36H34B2ClF4N7O6P2Se2Ti
Source: the OMol25 dataset
Level of theory: ωB97M-V/def2-TZVPD

2S+1   3
HOMO level (alpha / beta)   -7.713 / -7.838 eV
Frontier orbital gap (alpha / beta)   0.2599 / 0.2011 Ha

XYZ file:
```
95
Properties=species:S:1:pos:R:3:forces:R:3:mulliken_charge:R:1
Se 1.712846 1.098694 -1.922194 0.1 0.1 -0.1 -0.001
Se -4.189010 -2.378219 2.159370 0.1 0.0 0.0 -0.339
Ti 2.243192 1.059644 1.674583 -1.9 0.1 0.1 -1.132
Cl -1.528625 4.510451 1.129377 0.1 0.0 0.0 -0.216
P -0.086287 -0.060649 -1.555242 -0.2 0.1 0.0 1.388
P -3.088365 -1.840307 0.458526 0.1 0.0 0.0 -0.062
F 4.867230 3.422069 2.821347 0.0 0.0 0.0 -0.373
F 4.555725 -2.404216 2.891568 0.0 0.0 0.0 -0.310
F 4.552745 -0.073850 2.655467 0.3 -0.2 0.0 -0.405
F 3.109674 4.910563 2.734034 -0.1 0.0 -0.1 -0.347
O 0.845724 3.284230 -0.919870 0.2 0.0 -0.1 -0.636
O 3.200677 -1.399882 1.246105 0.0 0.1 -0.1 -0.474
O 3.517255 3.513794 0.897228 0.0 0.0 0.0 -0.815
O 2.711580 2.529844 2.991659 0.2 0.3 -0.1 0.363
O 0.886619 2.358748 1.114075 0.1 0.3 -0.3 -0.044
O 2.769087 -1.142879 3.681302 -0.1 0.0 0.0 -0.683
N 2.262163 0.107902 3.591115 0.0 -0.4 0.1 1.185
N 0.507186 -0.129196 1.129316 -0.5 -0.3 0.1 1.527
N 1.573751 2.898423 3.729822 0.2 -0.1 0.0 -0.655
N -1.234951 -0.921760 2.140616 -0.1 0.1 -0.1 -1.335
N 3.258306 -0.187947 0.578982 0.9 0.0 0.3 1.381
N -0.052474 -0.400686 2.294421 0.1 -0.2 0.1 -0.146
N 3.503789 2.168446 0.643291 0.9 0.2 0.1 1.652
C -0.945408 -3.244708 -3.916736 0.0 0.0 0.0 -0.902
C -3.189928 2.873554 -3.097690 0.0 0.0 0.0 -0.825
C 0.739279 3.345111 0.306290 -0.4 -0.3 0.0 0.076
C -1.681193 1.053064 -3.520015 0.0 0.1 0.0 -0.574
C -1.507356 -0.975732 0.822293 -0.3 -0.2 0.2 0.745
C -3.530105 -4.081015 -1.121555 0.0 0.0 0.0 -0.155
C 0.076377 -1.541609 -2.562701 0.0 0.0 0.0 0.770
C 4.513423 1.614468 0.005063 -0.1 0.2 -0.1 0.404
C -5.308670 -0.210581 -2.621080 0.0 0.0 0.0 -0.923
C -1.250178 -3.756780 -0.418927 0.0 0.0 0.0 -0.233
C -2.926011 2.793829 -1.740455 0.0 0.0 0.0 -1.128
C 4.393856 0.189101 0.016467 -0.1 -0.2 -0.1 0.502
C 1.421612 -3.307983 -3.481691 0.0 0.0 0.0 -0.861
C -2.565658 -3.302583 -0.479939 0.0 0.0 -0.1 0.518
C -1.432120 0.960250 -2.149409 0.0 0.0 0.0 0.404
C 1.076554 1.950097 4.433753 0.0 0.0 0.0 0.792
C 5.447581 -0.770617 -0.403271 0.1 0.0 0.1 -2.401
C 5.672310 2.392909 -0.501919 0.0 0.0 -0.1 -1.792
C -2.570940 2.002483 -3.987841 0.0 0.0 0.0 -0.982
C 1.628222 0.574779 4.590873 0.1 0.2 -0.1 0.699
C 0.291631 -3.850763 -4.078489 0.0 0.0 0.0 -0.679
C -4.694608 0.333810 0.027529 0.0 0.0 0.0 -0.644
C -5.575111 1.147452 -0.660417 0.0 0.0 0.0 -0.835
C -3.169642 -5.269759 -1.734732 0.0 0.0 0.0 -0.943
C 0.254166 4.628856 0.940193 0.0 0.1 0.1 -0.521
C -0.170589 2.297287 5.184806 0.0 0.0 0.0 -1.876
C -4.422297 -1.029725 -1.930318 0.0 0.0 0.0 0.153
C -2.046179 1.836023 -1.259243 0.0 -0.1 0.0 0.145
C -1.053499 -2.093862 -3.153599 0.0 0.0 -0.2 0.133
C 1.379675 -0.226814 5.819274 0.0 0.0 0.0 -1.750
C -0.386074 -0.456393 0.159212 0.2 0.1 -0.1 -0.652
C 1.318766 -2.150003 -2.726764 0.0 -0.1 0.1 -0.837
C -5.885089 0.877010 -1.988132 0.0 0.0 0.0 -0.531
C -1.852067 -5.709704 -1.682660 0.0 0.0 0.0 -0.523
C -0.897437 -4.959376 -1.014874 0.0 0.0 0.0 -0.698
C -4.099911 -0.761365 -0.605078 -0.1 0.0 0.0 0.926
B 3.596861 3.694713 2.379597 0.0 -0.1 0.1 0.738
B 3.828157 -1.287239 2.634389 0.1 0.0 0.1 0.723
H -5.555352 -0.434738 -3.650916 0.0 0.0 0.0 0.422
H -3.922251 -5.867887 -2.232117 0.0 0.0 0.0 0.427
H 2.384754 -3.784381 -3.605901 0.0 0.0 0.0 0.458
H -6.029932 1.991164 -0.157739 0.0 0.0 0.0 0.462
H -2.007990 -1.607803 -3.034730 -0.1 0.0 0.0 0.150
H -3.396705 3.479733 -1.048864 0.0 0.0 0.0 0.428
H 0.007991 2.309049 6.260699 0.0 0.0 0.0 0.481
H 2.200242 -1.731165 -2.255566 0.0 0.0 0.0 0.158
H 0.679576 4.747881 1.931053 0.0 0.0 0.0 0.115
H -1.828363 -3.672998 -4.372515 0.0 0.0 0.0 0.435
H 6.331058 -0.666639 0.230579 0.0 0.0 0.0 0.439
H 5.080360 -1.788816 -0.302443 0.0 0.0 0.0 0.372
H 2.239772 -0.859449 6.025240 0.0 0.0 0.0 0.417
H -4.567611 -3.769963 -1.112279 0.0 0.0 0.0 0.519
H 6.002128 3.085540 0.272121 0.0 0.0 0.0 0.293
H 5.748919 -0.586739 -1.436034 0.0 0.0 0.0 0.549
H 1.161992 0.403722 6.676848 0.0 0.0 0.0 0.437
H -0.497603 -3.184105 0.107089 0.0 0.0 0.0 0.445
H -2.774518 2.071764 -5.048113 0.0 0.0 0.0 0.460
H -0.519687 3.277498 4.871375 0.0 0.0 0.0 0.393
H -1.576617 -6.648013 -2.147158 0.0 0.0 0.0 0.440
H -1.171799 0.400990 -4.217243 0.0 0.0 0.0 0.540
H -4.481844 0.523610 1.072617 0.0 0.0 0.0 0.446
H 0.375988 -4.753668 -4.669255 0.0 0.0 0.0 0.414
H 0.523792 -0.882723 5.633855 0.0 0.0 0.0 0.318
H 6.491371 1.731815 -0.775013 0.0 0.0 0.0 0.522
H -1.837251 1.777873 -0.197196 0.0 0.0 0.0 0.702
H 0.125472 -5.307409 -0.952971 0.0 0.0 0.0 0.478
H -4.020438 -1.901187 -2.426331 0.1 0.0 0.0 0.199
H -0.942810 1.553631 4.978194 0.0 0.0 0.0 0.388
H -6.584291 1.507099 -2.522640 0.0 0.0 0.0 0.430
H -3.878761 3.621462 -3.468568 0.0 0.0 0.0 0.449
H 0.473950 5.475460 0.299734 -0.1 0.0 0.0 0.543
H 5.390224 2.987989 -1.372915 0.0 0.0 0.0 0.281
```
Positions in Å, forces in eV/Å.

=====

3.
Formula: C66H49F9O8Pd
Source: the OMol25 dataset
Level of theory: ωB97M-V/def2-TZVPD

2S+1   3
Charge   -2
HOMO level (alpha / beta)   -2.456 / -2.433 eV
Frontier orbital gap (alpha / beta)   0.2168 / 0.1739 Ha

XYZ file:
```
133
Properties=species:S:1:pos:R:3:forces:R:3:mulliken_charge:R:1
Pd -0.306684 -0.693868 -2.097771 -1.3 -0.2 0.3 0.148
F -6.858936 1.310402 1.764912 0.0 0.1 0.3 -0.294
F -0.899841 1.444220 -2.899961 0.1 1.3 -0.4 0.187
F 1.459092 -0.017088 -3.275650 1.0 0.4 -1.1 0.401
F -0.542745 -2.314637 -0.335225 -0.5 -0.8 1.1 0.461
F 2.636499 3.877292 1.532939 -0.3 0.0 0.3 -0.306
F -8.025858 -2.591759 -2.168265 -0.1 0.3 0.0 -0.392
F -3.175664 0.619088 5.669129 0.2 -0.2 0.3 -0.210
F 4.661075 0.443498 3.631377 0.4 0.1 0.1 -0.291
F 1.390547 -2.312511 -2.053891 0.5 -0.7 -0.3 0.201
O 0.978088 0.103750 -0.563097 0.3 0.3 -0.1 1.121
O -1.761855 0.175265 -0.789364 -0.4 -0.3 0.0 -0.548
O 7.253000 1.544743 2.944893 -0.8 -0.6 -1.0 -0.644
O -2.117821 2.124240 3.372619 1.0 0.1 -0.5 -0.796
O 9.818377 -1.517011 0.653319 0.5 0.0 0.5 -0.620
O 8.019664 -1.715659 -1.293515 -0.3 -0.2 -0.3 -0.731
O 5.234464 1.228165 0.994810 0.7 -0.2 0.5 -0.683
O 0.679514 2.054380 3.647944 -1.1 0.1 -0.5 -0.795
C 8.576503 0.108251 1.862379 1.0 -2.2 -1.1 -0.761
C -1.798101 4.721841 -5.204173 -0.2 -0.1 -0.7 -0.392
C 2.358206 3.668239 -2.043850 0.2 -0.3 0.6 0.170
C 7.697949 -1.004384 -0.353197 0.4 0.5 0.8 0.149
C -6.904342 -1.037648 5.493078 0.0 -0.2 -0.5 -0.735
C 6.475418 -0.280247 -0.171102 1.9 -1.8 0.0 -0.330
C -1.018942 -3.411719 0.309937 -0.1 0.8 -1.3 0.464
C 0.322578 0.673506 0.355342 -0.5 0.4 2.3 0.875
C 3.286767 -2.515523 -0.660629 -0.7 0.7 0.3 0.654
C 8.811160 -0.853966 0.780305 -0.9 0.4 -0.8 0.594
C 6.285455 0.558642 0.923542 -2.5 1.4 -0.2 0.256
C -4.338555 -0.016394 5.592243 -0.7 -0.4 0.4 -0.156
C 4.216029 -0.798574 3.585379 -0.9 -0.8 -0.1 0.065
C 4.472428 -3.131366 -0.310848 -0.7 -1.0 -0.8 -0.501
C 2.892675 0.838563 -4.925152 -0.8 0.0 0.1 -0.670
C 7.342448 0.741168 1.987820 0.2 2.0 1.6 0.557
C -1.368298 4.918777 -3.911050 0.5 -0.6 0.0 -0.828
C -6.104741 -1.287357 6.591804 0.2 0.5 0.8 -0.357
C -6.709383 2.413484 -1.696166 -0.3 -0.6 0.8 -0.688
C 0.120827 1.706590 2.589523 1.2 0.4 1.8 0.089
C -4.891764 -1.336549 0.168554 -0.1 -0.3 -0.6 -0.710
C -5.558710 3.175813 -1.668765 0.4 0.5 -0.3 -0.296
C 4.112459 -4.717631 -2.103750 -0.1 0.5 -0.6 -0.662
C 2.534986 -2.945055 -1.747034 1.2 -0.7 0.1 -0.318
C 2.893310 -1.013274 3.215826 -0.1 0.6 0.3 0.020
C -4.824888 -0.757111 6.665462 0.9 0.5 -0.4 -0.507
C -0.099512 -4.181401 0.959483 0.7 -1.2 0.0 -0.387
C -5.320698 2.781639 0.684979 0.8 -0.5 0.7 -0.160
C -2.710183 -4.956854 0.753518 -0.4 -0.8 -0.6 -0.594
C 2.978548 -4.003172 -2.518850 0.1 -0.2 0.0 -0.796
C 0.885353 1.168497 1.558905 0.0 -0.8 -3.2 -1.301
C -1.112259 2.542227 -3.634819 -0.9 0.8 -0.5 -0.140
C -2.008358 1.240138 1.280103 1.0 -0.7 -1.4 0.285
C 4.955925 0.796013 -3.050850 0.2 0.4 0.3 -0.449
C 5.012432 -1.890356 3.881685 0.8 -0.5 -0.2 -0.264
C -7.132408 1.782554 -0.525480 -0.2 0.1 0.8 -0.226
C -6.365703 -0.384032 4.385023 0.0 -0.2 0.1 -0.117
C -4.922408 -1.047726 -1.191203 0.4 -0.3 -0.2 0.055
C -5.911791 -2.112442 0.721905 -0.3 0.6 0.3 -0.631
C -1.005458 3.825124 -3.123460 -0.1 0.0 0.6 0.002
C 3.153734 -3.391036 3.508633 1.0 0.1 0.4 -0.241
C 4.517686 -3.194076 3.782587 -1.0 0.5 -0.3 -0.789
C -7.002496 -2.109748 -1.400660 -0.3 -1.3 0.4 0.514
C 2.044006 4.980800 -2.339283 -0.7 0.5 -0.1 -0.791
C 4.863530 -4.283173 -1.040199 0.2 1.0 1.7 -0.818
C 2.522079 3.275050 -0.712862 0.0 0.2 -0.5 0.084
C -1.803563 -5.837743 1.349307 0.2 0.9 0.0 -0.763
C -1.620842 2.361088 -4.918690 0.3 -1.1 0.3 -0.784
C -5.946145 -1.512890 -2.017410 0.4 0.6 0.2 -0.810
C 1.792641 5.879708 -1.311484 -0.1 0.1 0.1 -0.337
C -2.334025 -3.787422 0.110367 0.3 -0.4 0.8 -0.773
C 1.914424 5.510129 0.019272 0.3 0.0 -0.2 -0.908
C 2.347705 -2.273366 3.322277 0.0 -0.6 -0.9 -1.091
C 2.319825 4.215560 0.283402 0.5 -0.2 0.0 0.149
C -0.460633 -5.454488 1.401133 -0.5 0.4 0.5 -0.790
C -1.388075 1.750161 2.424541 -1.9 0.4 2.2 0.015
C -1.243389 0.695448 0.252395 0.1 0.1 0.0 -0.758
C -4.840055 3.347441 -0.489543 -1.0 -0.1 -0.2 -0.452
C -7.013485 -2.464147 -0.052054 0.0 0.6 -0.7 -0.593
C 4.152106 1.286024 -5.277135 -0.1 0.2 -0.2 -0.590
C 5.160761 1.273670 -4.339709 0.7 -0.2 -0.2 -0.861
C 3.715368 0.335030 -2.680576 -1.6 -0.3 -0.6 1.366
C 2.708864 0.365656 -3.648928 0.6 0.1 0.5 -0.948
C -5.073992 0.110989 4.439991 0.3 0.6 -0.5 0.133
C -6.438802 1.960536 0.674036 0.3 0.6 -1.9 0.092
C -1.925293 3.424141 -5.725777 0.0 1.0 0.3 -0.578
H -2.286525 3.271836 -6.733177 0.0 0.0 0.0 0.397
H -0.721103 4.033347 -2.099749 0.2 -0.4 0.0 0.804
H 2.303561 -0.196526 2.812374 0.0 0.0 0.5 0.556
H -7.933244 -2.929792 0.275984 0.3 -0.3 0.5 0.413
H -1.802769 1.338719 -5.232173 0.1 0.0 -0.1 0.425
H 1.487296 6.895304 -1.535462 0.1 0.0 -0.1 0.346
H 2.011355 0.912954 -5.551443 0.2 -0.1 -0.2 0.428
H -6.482276 -1.777987 7.480860 -0.2 -0.2 -0.2 0.328
H -5.888981 -2.347940 1.778578 0.0 -0.1 0.0 0.652
H -4.575512 0.684899 3.662952 -0.3 -0.1 -0.2 0.409
H 0.310221 -6.073447 1.840399 -0.1 -0.2 0.0 0.395
H 4.330082 1.685001 -6.267777 0.0 0.0 0.0 0.374
H 6.154497 1.576177 -4.647572 0.0 0.2 0.2 0.419
H -3.952506 3.962527 -0.492579 0.1 -0.1 0.2 0.408
H 2.862417 2.278063 -0.467037 -0.1 0.0 0.1 0.332
H 0.945261 -3.897517 0.964619 -0.1 0.3 0.1 0.710
H -2.046764 5.570833 -5.829628 0.0 0.0 0.0 0.378
H 2.492316 2.917746 -2.809714 0.1 0.1 -0.2 0.336
H -4.057549 -0.558806 -1.618786 0.0 0.2 0.0 0.210
H -5.219694 3.696557 -2.556754 0.0 -0.2 -0.1 0.432
H -3.737701 -5.281117 0.626472 0.0 0.0 0.2 0.377
H 2.509167 -4.277329 -3.454717 -0.3 0.0 0.2 0.438
H 4.446000 -5.544147 -2.717868 0.0 -0.1 0.1 0.352
H -1.219966 5.908948 -3.502731 -0.2 0.1 0.0 0.469
H 5.726369 -4.797793 -0.638392 0.1 -0.2 -0.5 0.385
H 2.892693 -1.688895 -0.075815 0.0 0.1 0.0 0.491
H 4.995909 -2.751452 0.554417 0.3 -0.1 -0.1 0.540
H -7.932634 -1.375184 5.476494 0.0 -0.1 0.0 0.368
H 1.850247 5.336137 -3.344475 0.3 -0.3 -0.2 0.414
H 1.301583 -2.416995 3.078502 0.0 0.1 0.0 0.533
H -5.909583 -1.434202 -3.095232 -0.1 0.2 0.0 0.456
H 1.968425 1.198307 1.604639 -0.1 0.1 0.2 0.829
H 9.339388 0.216456 2.621163 0.0 0.2 0.0 0.423
H -4.148914 -0.826120 7.509202 -0.3 -0.3 0.2 0.407
H 5.664211 -0.536494 -0.836119 -0.1 0.3 0.0 0.870
H -2.185046 -6.753837 1.776358 0.2 -0.1 0.0 0.382
H 2.764471 -4.391021 3.369118 -0.1 0.0 0.2 0.451
H -6.939782 -0.283924 3.475112 -0.1 0.1 0.0 0.448
H -3.043539 -3.254830 -0.503164 0.2 0.3 0.1 0.525
H 5.203893 -4.023745 3.876247 0.0 -0.1 0.1 0.390
H -7.301607 2.238156 -2.583810 0.2 0.2 -0.2 0.384
H 3.367017 -0.021269 -1.717510 0.6 0.2 0.3 0.052
H 6.078737 -1.800851 4.053453 0.0 0.4 0.2 0.437
H 5.735385 0.870103 -2.302688 0.1 -0.1 -0.2 0.381
H -4.007939 -1.008841 0.700689 -0.2 -0.1 0.3 0.710
H 1.797586 6.238580 0.808803 -0.1 -0.1 0.1 0.491
H -4.713209 2.884607 1.578534 -0.2 0.0 0.1 0.424
H -3.084595 1.145607 1.302343 -0.1 0.1 -0.3 0.273
H -8.034458 1.185061 -0.468191 0.0 -0.1 -0.3 0.402
```
Positions in Å, forces in eV/Å.

=====

4.
Formula: C5H7NO
Source: the OMol25 dataset
Level of theory: ωB97M-V/def2-TZVPD

HOMO level   -9.206 eV
Frontier orbital gap   0.3610 Ha

XYZ file:
```
14
Properties=species:S:1:pos:R:3:forces:R:3:mulliken_charge:R:1
O -0.249359 -1.265796 -0.811981 0.0 0.0 -0.1 -0.418
N 0.159803 0.399476 -2.399425 -0.1 -0.2 0.3 -0.695
C -0.940684 0.140673 1.042877 0.0 -0.1 -0.2 -0.893
C -0.270243 0.909195 -0.011779 -0.1 0.0 0.0 0.578
C -0.091323 0.023574 -1.221008 0.1 0.2 -0.2 0.131
C -0.832757 -1.254781 0.506211 -0.1 0.0 0.2 -0.060
C 0.981122 0.798292 0.952276 0.1 0.1 -0.1 -1.022
H -0.291355 -1.964595 1.139779 -0.1 0.2 0.0 0.311
H 0.735030 0.144108 1.815470 0.2 0.1 0.0 0.328
H 0.198146 -0.404470 -3.028160 0.0 0.1 0.0 0.278
H 1.199958 1.775249 1.385150 0.0 -0.2 -0.1 0.319
H -1.872524 -1.599552 0.441335 0.0 0.0 -0.1 0.296
H 1.833955 0.361953 0.423144 -0.2 0.1 0.1 0.347
H -0.559769 1.936673 -0.233889 0.2 -0.2 0.1 0.498
```
Positions in Å, forces in eV/Å.

=====

Going through the records in order, we get E values of -249.67577; -9471.68308; -4172.89532; -324.58365 hartree.
Going through the records in order, we get maximum force values of 0.0526; 0.0374; 0.0649; 0.0078 hartree/bohr.
Going through the records in order, we get ΔE to the lowest compared entry with this formula, charge and spin values of 1.032; 1.814; 0.223; 3.832 eV.